[1]
Below is C40H35CoN9O4Se as an isolated structure, with properties calculated with ωB97M-V/def2-TZVPD.

For the relative energy (zero: lowest compared OMol25 entry of this formula, charge and spin), the calculation gives 0.0 kJ/mol. Its spin multiplicity is 5. Its charge is +1.

Cartesian coordinates (Å):
Co -0.37 0.39 -0.49
C -1.84 -0.32 -4.68
O -3.10 -0.78 -4.19
C -3.18 -1.57 -3.09
C -4.17 -2.51 -3.09
C -4.38 -3.37 -1.98
C -3.59 -3.28 -0.88
C -2.56 -2.29 -0.81
C -1.80 -2.25 0.36
N -0.86 -1.36 0.62
N -0.22 -1.53 1.76
C 0.75 -0.58 1.91
O 0.98 0.28 1.03
C 1.50 -0.57 3.17
C 1.37 -1.60 4.10
C 2.11 -1.55 5.28
C 2.96 -0.49 5.53
C 3.08 0.55 4.60
C 2.36 0.51 3.43
C -2.35 -1.38 -1.93
O -1.50 -0.44 -1.92
H -2.02 -0.05 -5.71
H -1.09 -1.11 -4.64
H -1.47 0.54 -4.12
H -4.79 -2.59 -3.97
H -5.17 -4.11 -2.03
H -3.72 -3.94 -0.04
H -1.99 -3.00 1.12
H 0.71 -2.42 3.90
H 2.02 -2.36 6.00
H 3.53 -0.46 6.44
H 3.74 1.38 4.80
H 2.43 1.31 2.70
C -1.60 5.24 0.00
N -1.44 4.85 1.38
C -0.30 4.36 1.93
Se 1.29 3.98 1.11
N -0.55 4.19 3.25
C -1.84 4.59 3.57
C -2.55 4.60 4.75
C -3.86 5.06 4.69
C -4.43 5.48 3.49
C -3.71 5.47 2.30
C -2.41 5.02 2.37
H -0.65 5.09 -0.51
H -1.90 6.28 -0.06
H -2.37 4.62 -0.48
H 0.16 3.85 3.88
H -2.11 4.28 5.69
H -4.46 5.09 5.59
H -5.46 5.82 3.47
H -4.16 5.78 1.37
N -6.07 2.29 3.29
C -5.71 2.74 2.06
O -6.40 3.49 1.40
C -4.38 2.26 1.53
C -4.21 2.27 0.16
C -3.01 1.82 -0.36
N -1.99 1.42 0.41
C -2.15 1.44 1.74
C -3.33 1.85 2.34
H -6.99 2.54 3.62
H -5.59 1.54 3.74
H -5.01 2.61 -0.49
H -2.85 1.77 -1.43
H -1.30 1.14 2.33
H -3.39 1.87 3.42
C 3.01 2.51 -1.94
C 2.15 1.54 -1.46
N 0.82 1.64 -1.61
C 0.32 2.71 -2.24
C 1.12 3.73 -2.74
C 2.49 3.63 -2.56
C 0.50 4.92 -3.37
C -0.18 4.97 -4.51
C -0.39 3.88 -5.48
C -1.36 3.99 -6.46
C -1.48 2.94 -7.36
N -0.70 1.87 -7.30
C 0.21 1.86 -6.33
N 0.41 2.80 -5.42
H 4.08 2.40 -1.79
H 2.51 0.68 -0.92
H -0.75 2.76 -2.34
H 3.14 4.41 -2.92
H 0.62 5.85 -2.81
H -0.62 5.92 -4.80
H -2.00 4.86 -6.52
H -2.23 2.97 -8.15
H 0.86 0.99 -6.29

[2]
Below is C40H35F9N5O3PS4SeTaTe as an isolated structure, with properties calculated with ωB97M-V/def2-TZVPD.

For the relative energy (zero: lowest compared OMol25 entry of this formula, charge and spin), the calculation gives 239.7 kJ/mol. Its spin multiplicity is 1. Its charge is +1.

Cartesian coordinates (Å):
Ta -0.09 -0.63 0.42
N -3.04 0.88 -2.85
C -3.77 -0.28 -2.68
C -5.02 -0.69 -3.12
C -5.41 -1.97 -2.78
C -4.58 -2.82 -2.04
C -3.36 -2.40 -1.57
C -2.96 -1.10 -1.87
N -1.81 -0.42 -1.53
C -1.89 0.75 -2.16
C -0.85 1.73 -2.06
C -0.70 2.91 -2.75
S 0.65 3.78 -2.16
C 0.93 2.53 -1.02
N 0.10 1.54 -1.09
H -3.33 1.67 -3.40
H -5.65 -0.06 -3.71
H -6.38 -2.33 -3.10
H -4.92 -3.82 -1.85
H -2.70 -3.05 -1.01
H -1.29 3.30 -3.55
H 1.72 2.61 -0.30
O 1.59 2.23 2.51
C 1.53 1.03 2.35
O 0.53 0.49 1.68
C 2.54 0.09 2.88
C 3.47 0.66 3.76
C 4.47 -0.09 4.34
C 4.57 -1.44 4.03
C 3.70 -2.01 3.13
C 2.68 -1.27 2.54
S 1.69 -2.17 1.39
H 3.37 1.72 3.96
H 5.16 0.38 5.02
H 5.35 -2.04 4.47
H 3.78 -3.06 2.86
S 1.93 -0.07 -3.41
P 3.42 0.18 -2.09
S 2.74 0.25 -0.18
C 4.75 -1.10 -2.08
C 4.47 -2.44 -1.84
C 5.49 -3.36 -1.72
C 6.81 -2.95 -1.83
C 7.10 -1.62 -2.09
C 6.07 -0.70 -2.21
C 4.31 1.72 -2.44
C 4.85 2.45 -1.38
C 5.63 3.57 -1.64
C 5.86 3.95 -2.95
C 5.32 3.23 -4.00
C 4.54 2.11 -3.75
H 3.44 -2.78 -1.74
H 5.25 -4.40 -1.53
H 7.61 -3.67 -1.72
H 8.12 -1.29 -2.18
H 6.31 0.34 -2.40
H 4.68 2.12 -0.37
H 6.06 4.12 -0.83
H 6.47 4.82 -3.16
H 5.52 3.52 -5.02
H 4.12 1.53 -4.56
C 0.20 -4.27 -1.04
Te 0.81 -2.27 -1.64
C -0.38 -2.47 -3.45
H -0.87 -4.44 -1.10
H 0.55 -4.44 -0.02
H 0.72 -4.96 -1.70
H 0.13 -3.19 -4.08
H -0.42 -1.52 -3.98
H -1.38 -2.83 -3.23
C -0.83 4.32 2.35
N -2.04 3.74 2.86
C -2.73 4.16 3.96
C -3.86 3.41 4.04
N -3.85 2.53 3.00
C -4.90 1.60 2.69
C -2.72 2.73 2.28
Se -2.21 1.86 0.73
H -0.58 5.20 2.92
H -0.98 4.58 1.30
H 0.00 3.60 2.41
H -2.38 4.94 4.59
H -4.66 3.44 4.75
H -5.86 2.11 2.71
H -4.92 0.79 3.43
H -4.73 1.19 1.70
F -2.97 -4.42 2.99
C -2.67 -3.87 1.82
F -1.97 -4.75 1.12
F -3.81 -3.65 1.17
C -1.87 -2.54 1.98
O -1.17 -2.24 0.87
C -0.97 -2.62 3.25
F -1.66 -2.62 4.38
F -0.20 -1.51 3.28
F -0.18 -3.68 3.24
C -2.84 -1.37 2.20
F -2.18 -0.32 2.71
F -3.29 -0.97 1.01
F -3.88 -1.61 2.99

[3]
Below is C40H35FeN8O2 as an isolated structure, with properties calculated with ωB97M-V/def2-TZVPD.

The value obtained for the electronic energy is -3397.4698 a.u. Its spin multiplicity is 6. Its charge is 0.

Cartesian coordinates (Å):
Fe -0.19 -0.20 -0.27
O -0.78 2.10 3.16
C -0.94 1.48 2.12
N -0.25 0.37 1.63
C 0.76 -0.17 2.34
C 0.82 -0.12 3.76
C 1.81 -0.89 4.39
C 2.73 -1.63 3.69
C 2.73 -1.66 2.30
C 1.71 -1.00 1.61
N 1.47 -1.20 0.28
C 2.60 -1.55 -0.52
O 3.74 -1.02 -0.47
C 2.56 -2.82 -1.29
C 3.45 -3.20 -2.30
C 3.36 -4.47 -2.83
C 2.56 -5.44 -2.19
C 1.77 -4.97 -1.13
N 1.75 -3.74 -0.72
C -1.86 1.97 1.03
C -2.98 2.76 1.27
C -3.60 3.47 0.18
C -3.05 3.17 -1.11
C -1.95 2.30 -1.22
N -1.34 1.71 -0.18
H 0.06 0.52 4.21
H 1.70 -1.09 5.46
H 3.42 -2.26 4.21
H 3.48 -2.23 1.84
H 4.14 -2.46 -2.65
H 3.98 -4.70 -3.70
H 2.50 -6.48 -2.49
H 1.14 -5.65 -0.53
H -3.33 2.90 2.26
H -4.33 4.24 0.31
H -3.48 3.63 -2.03
H -1.49 2.16 -2.17
C 1.54 -0.17 -4.06
C 2.44 0.90 -4.04
C 2.58 1.72 -2.92
C 1.70 1.61 -1.85
C 0.81 0.49 -1.83
C 0.75 -0.38 -2.96
C 1.75 2.59 -0.72
C 1.37 3.95 -0.96
C 1.29 4.79 0.12
C 1.96 4.43 1.35
C 2.33 5.32 2.36
C 3.12 4.89 3.40
C 3.72 3.59 3.38
C 3.41 2.69 2.39
C 2.47 3.04 1.39
N 2.21 2.10 0.40
H 1.48 -0.72 -4.98
H 3.05 1.05 -4.92
H 3.19 2.63 -2.98
H 0.04 -1.20 -2.96
H 1.01 4.16 -1.98
H 0.83 5.76 0.08
H 1.98 6.37 2.38
H 3.36 5.63 4.15
H 4.37 3.34 4.21
H 3.73 1.61 2.37
C -5.54 -1.18 -1.59
C -4.47 -0.18 -2.09
N -3.10 -0.66 -1.81
C -2.75 -1.40 -0.73
N -1.49 -1.67 -0.36
C -1.21 -3.05 0.10
C -2.26 -3.61 1.05
C -3.37 -2.59 1.31
N -3.73 -1.93 0.05
C -5.15 -1.73 -0.19
H -5.61 -2.03 -2.26
H -6.55 -0.69 -1.54
H -4.57 0.80 -1.65
H -4.62 0.01 -3.18
H -2.39 -0.42 -2.49
H -0.16 -3.01 0.45
H -1.17 -3.69 -0.79
H -1.76 -3.87 1.99
H -2.74 -4.48 0.55
H -3.12 -1.77 2.04
H -4.29 -3.00 1.63
H -5.53 -1.06 0.60
H -5.63 -2.75 -0.10

[4]
Below is C40H35N6NiO5P as an isolated structure, with properties calculated with ωB97M-V/def2-TZVPD.

For the relative energy (zero: lowest compared OMol25 entry of this formula, charge and spin), the calculation gives 272.3 kJ/mol. Its spin multiplicity is 3. Its charge is 0.

Cartesian coordinates (Å):
Ni 0.25 1.97 0.25
O 3.04 5.64 -2.44
C 3.93 4.65 -2.25
C 5.16 4.77 -2.90
C 6.12 3.79 -2.76
C 5.88 2.67 -1.97
C 4.67 2.55 -1.32
C 3.68 3.53 -1.45
C 2.40 3.33 -0.71
O 2.29 2.38 0.11
N 1.43 4.23 -0.94
N 0.39 3.88 -0.15
C -0.37 4.71 0.45
C -1.14 4.13 1.56
C -2.16 4.80 2.21
C -2.75 4.22 3.31
C -2.32 2.97 3.73
C -1.31 2.35 3.02
N -0.72 2.91 1.97
H 2.22 5.40 -1.94
H 5.33 5.65 -3.51
H 7.07 3.90 -3.28
H 6.63 1.90 -1.86
H 4.44 1.70 -0.69
H -0.34 5.78 0.28
H -2.47 5.78 1.85
H -3.55 4.73 3.84
H -2.76 2.48 4.59
H -0.96 1.36 3.30
O 0.05 -0.01 -3.34
C -0.23 0.58 -2.31
O 0.61 0.97 -1.42
C -1.72 0.84 -2.00
P -1.88 1.03 -0.21
C -1.73 -0.53 0.62
C -2.75 -1.51 0.64
C -2.69 -2.60 1.47
C -1.61 -2.70 2.38
C -0.59 -1.80 2.38
C -0.50 -0.78 1.35
C -3.48 1.79 0.16
C -4.21 1.42 1.29
C -5.36 2.11 1.64
C -5.79 3.18 0.88
C -5.07 3.56 -0.25
C -3.93 2.87 -0.60
H -2.32 0.02 -2.41
H -2.01 1.76 -2.52
H -3.63 -1.36 0.02
H -3.50 -3.32 1.50
H -1.60 -3.49 3.12
H 0.21 -1.87 3.12
H 0.06 0.12 1.63
H -3.88 0.58 1.89
H -5.92 1.80 2.52
H -6.69 3.72 1.16
H -5.41 4.39 -0.85
H -3.38 3.18 -1.48
C 2.05 -6.70 2.56
C 1.37 -6.16 1.33
C -0.01 -6.03 1.26
C -0.63 -5.51 0.14
C 0.12 -5.10 -0.96
N -0.58 -4.56 -2.06
C -0.12 -3.89 -3.18
O -0.65 -4.02 -4.26
N 0.99 -3.06 -3.01
C 1.34 -2.35 -1.85
C 2.65 -1.91 -1.70
C 3.01 -1.19 -0.58
C 2.06 -0.94 0.39
N 0.81 -1.35 0.21
C 0.43 -2.03 -0.86
C 1.50 -5.26 -0.92
C 2.11 -5.77 0.22
H 1.31 -7.00 3.31
H 2.70 -5.95 3.02
H 2.66 -7.57 2.33
H -0.62 -6.34 2.10
H -1.71 -5.39 0.12
H -1.48 -4.98 -2.24
H 1.25 -2.62 -3.88
H 3.37 -2.11 -2.48
H 4.02 -0.83 -0.46
H 2.26 -0.35 1.28
H -0.63 -2.25 -0.91
H 2.11 -4.99 -1.78
H 3.19 -5.87 0.22

Across the entries above, M takes the values 843.67 1351.48 715.62 769.42 g mol⁻¹, respectively.
Across the entries above, max |F| takes the values 0.32 3.14 3.61 1.20 eV/A, respectively.